{"formula": "C36H61AlBr2ClCsF8I3LiN2O11PS3", "method": "ωB97M-V with the def2-TZVPD basis set", "molar_mass_g_mol": 1719.85, "homo_ev": -8.1, "total_energy_ha": -11450.87121, "gap_ha": 0.041, "lumo_energy_ev": -6.9, "total_charge": 1, "species": ["C", "N", "C", "C", "C", "C", "C", "C", "C", "C", "C", "C", "O", "C", "C", "O", "O", "C", "I", "C", "Br", "C", "C", "Br", "C", "S", "O", "C", "O", "C", "N", "P", "S", "C", "I", "C", "C", "I", "H", "H", "H", "H", "H", "H", "H", "H", "H", "H", "H", "H", "H", "H", "H", "H", "H", "H", "H", "H", "H", "H", "H", "H", "H", "H", "H", "H", "H", "H", "H", "H", "H", "H", "H", "H", "H", "H", "C", "C", "O", "H", "H", "H", "H", "H", "Cs", "Li", "C", "C", "C", "F", "F", "F", "F", "O", "C", "C", "F", "F", "F", "F", "H", "H", "H", "H", "O", "S", "O", "O", "O", "C", "C", "C", "C", "C", "C", "H", "H", "H", "H", "H", "H", "H", "H", "H", "H", "H", "H", "H", "H", "Al", "Cl"], "coordinates": [[-3.462, -5.081, 2.023], [-2.056, -4.644, 1.752], [-1.510, -5.456, 0.616], [-1.536, -4.799, -0.782], [-2.739, -3.867, -1.017], [-2.671, -2.544, -0.266], [-3.844, -1.626, -0.699], [-3.669, -0.199, -0.127], [-2.617, 0.605, -0.925], [-2.723, 2.106, -0.613], [-1.496, 2.952, -1.017], [-0.849, 2.598, -2.363], [0.535, 2.320, -2.112], [1.302, 2.386, -3.227], [2.818, 2.259, -3.016], [0.881, 2.526, -4.340], [-1.514, -5.851, -1.729], [-2.718, -6.585, -1.870], [-2.176, -8.673, -1.753], [-3.422, -6.228, -3.182], [-5.359, -6.386, -2.859], [-3.023, -7.019, -4.437], [-1.530, -6.930, -4.750], [-3.977, -6.122, -5.947], [-0.206, -3.991, -1.105], [0.519, -3.116, 0.339], [0.653, -4.913, -1.756], [1.889, -4.493, -2.189], [2.904, -4.725, -1.142], [2.546, -5.874, -0.464], [2.470, -6.747, 0.282], [2.444, -5.710, -3.589], [4.354, -6.094, -3.452], [1.994, -3.072, -2.779], [3.517, -1.737, -2.018], [1.236, -2.567, -3.752], [1.369, -1.177, -4.322], [-0.321, -3.698, -4.639], [-3.974, -5.374, 1.110], [-4.053, -4.248, 2.457], [-3.495, -5.965, 2.664], [-1.546, -4.984, 2.563], [-0.481, -5.717, 0.867], [-2.043, -6.411, 0.619], [-2.779, -3.639, -2.086], [-3.686, -4.342, -0.759], [-1.772, -1.966, -0.464], [-2.784, -2.793, 0.794], [-4.801, -2.071, -0.430], [-3.786, -1.511, -1.784], [-3.288, -0.297, 0.905], [-4.611, 0.351, -0.122], [-2.743, 0.449, -1.995], [-1.615, 0.269, -0.629], [-2.838, 2.211, 0.496], [-3.619, 2.542, -1.051], [-1.828, 3.991, -1.063], [-0.691, 2.945, -0.253], [-1.350, 1.805, -2.914], [-0.899, 3.485, -2.996], [3.018, 2.043, -1.965], [3.284, 3.203, -3.292], [3.203, 1.482, -3.670], [-3.402, -6.477, -1.032], [-3.272, -5.178, -3.430], [-3.388, -8.042, -4.468], [-0.978, -6.427, -3.955], [-1.108, -7.985, -4.856], [-1.338, -6.405, -5.686], [-0.512, -3.180, -1.768], [1.030, -4.126, 1.075], [2.226, -5.080, -4.820], [1.610, -6.845, -3.541], [0.408, -0.898, -4.756], [1.592, -0.442, -3.553], [2.084, -1.154, -5.145], [-6.801, -7.868, 1.595], [-5.632, -8.409, 2.464], [-4.597, -7.551, 2.426], [-6.494, -7.752, 0.554], [-7.643, -8.567, 1.622], [-7.151, -6.904, 1.971], [-5.431, -9.427, 2.072], [-6.069, -8.600, 3.465], [4.274, -4.527, 0.525], [-2.958, -2.837, 2.654], [3.532, 5.686, 1.787], [4.983, 5.873, 1.299], [5.367, 7.208, 0.650], [4.677, 7.427, -0.486], [6.677, 7.170, 0.333], [5.307, 4.847, 0.479], [5.762, 5.760, 2.406], [2.639, 4.957, 0.934], [1.955, 5.641, -0.045], [2.285, 5.125, -1.448], [3.591, 5.278, -1.714], [1.594, 5.829, -2.375], [2.149, 6.954, 0.081], [0.621, 5.410, 0.177], [3.612, 5.070, 2.681], [3.079, 6.621, 2.110], [5.198, 8.039, 1.342], [2.040, 4.072, -1.557], [6.118, -3.428, 6.928], [5.857, -4.688, 6.224], [5.350, -4.387, 4.881], [4.866, -5.509, 6.931], [7.109, -5.451, 6.175], [0.630, 8.057, 3.651], [1.138, 9.234, 2.821], [2.497, 9.770, 3.267], [2.536, 10.335, 4.688], [1.545, 11.467, 4.955], [1.788, 12.703, 4.094], [0.459, 8.323, 4.694], [-0.321, 7.710, 3.240], [1.335, 7.221, 3.626], [0.391, 10.031, 2.832], [1.216, 8.903, 1.781], [2.821, 10.538, 2.559], [3.240, 8.965, 3.196], [3.549, 10.693, 4.890], [2.356, 9.529, 5.406], [1.627, 11.751, 6.007], [0.519, 11.116, 4.815], [2.796, 13.092, 4.248], [1.082, 13.493, 4.351], [1.664, 12.487, 3.031], [-1.305, 2.465, 1.820], [-1.215, -9.988, -4.958]], "lowdin_charge": [-0.1170, -0.1744, -0.1206, -0.4053, -0.1026, -0.2141, -0.1650, -0.1900, -0.1997, -0.2537, -0.2075, -0.1333, -0.0258, -0.5400, 0.0233, 0.1362, -0.2041, -0.7781, 0.9983, -0.7790, 0.6979, -0.7702, -0.3094, 0.6441, -0.5134, 0.8508, -0.1573, -0.6722, -0.7105, -0.6362, 0.2165, 0.4864, 0.2294, -0.6404, 0.9955, -0.7560, -0.1983, 1.1989, 0.0845, 0.0465, 0.0689, 0.1077, 0.1142, 0.1216, 0.1200, 0.1195, 0.0718, 0.0394, 0.1266, 0.1214, 0.0971, 0.1225, 0.1239, 0.1176, -0.0541, 0.1426, 0.1313, -0.0070, 0.1307, 0.1412, 0.0834, 0.0943, 0.0817, 0.0317, 0.0471, 0.0434, -0.0103, -0.1137, 0.0178, 0.0671, -0.1077, -0.0402, 0.0301, 0.0524, 0.0024, 0.1058, -0.0955, -0.4666, -0.2326, 0.0528, 0.0679, 0.0569, 0.1036, 0.0949, 1.4601, 0.7792, -0.0264, -0.4370, -0.3037, 0.0977, 0.1126, 0.1312, 0.1178, 0.0365, -0.5235, -0.2938, 0.1187, 0.1154, 0.1644, 0.1007, 0.1495, 0.1201, 0.1718, 0.1254, -0.2010, 0.2497, -0.2845, -0.1675, -0.1723, -0.1086, -0.2634, -0.2281, -0.2246, -0.2674, -0.1065, 0.0708, 0.0656, 0.0564, 0.1042, 0.0916, 0.1058, 0.0924, 0.1131, 0.1026, 0.1072, 0.0977, 0.0780, 0.0724, 0.0652, 1.1398, -0.3634]}

=====

{"formula": "C8H13BEuN2", "method": "ωB97M-V with the def2-TZVPD basis set", "molar_mass_g_mol": 299.98, "homo_ev": [1.4, 0.7], "total_energy_ha": -1157.14420, "multiplicity": 8, "gap_ha": [0.142, 0.169], "lumo_energy_ev": [5.3, 5.3], "relative_energy_ev": 0.5778, "total_charge": -2, "s_squared": 15.76, "species": ["C", "C", "C", "C", "C", "Eu", "N", "C", "C", "H", "H", "H", "H", "H", "H", "H", "H", "H", "H", "B", "C", "N", "H", "H", "H"], "coordinates": [[-0.455, 1.118, -2.582], [0.946, 1.200, -2.308], [1.135, 2.126, -1.233], [-0.155, 2.611, -0.840], [-1.136, 1.988, -1.674], [-0.147, -0.267, -0.114], [-1.764, -1.287, -1.219], [-0.206, -2.343, -0.879], [1.081, -1.866, -1.364], [2.094, 2.441, -0.823], [1.732, 0.657, -2.834], [-0.351, 3.359, -0.068], [-2.217, 2.155, -1.642], [-0.923, 0.498, -3.352], [1.171, -1.727, -2.445], [-0.246, -2.632, 0.204], [-2.479, -1.926, -0.837], [1.958, -2.210, -0.804], [-0.429, -3.231, -1.484], [0.028, -0.028, 4.894], [0.145, -0.269, 3.381], [0.230, -0.461, 2.226], [0.986, -0.543, 5.436], [-1.011, -0.538, 5.272], [0.012, 1.175, 5.089]], "lowdin_charge": [-0.2688, -0.2698, -0.2648, -0.2685, -0.2682, 1.2127, -0.2828, -0.5333, -0.3897, 0.0533, 0.0618, 0.0537, 0.0593, 0.0641, -0.0080, 0.0427, -0.1360, -0.0267, 0.0356, -0.5053, -0.2638, -0.0450, -0.0193, -0.0175, -0.0158]}

=====

{"formula": "C4H7NO", "method": "ωB97M-V with the def2-TZVPD basis set", "molar_mass_g_mol": 85.11, "homo_ev": -8.0, "total_energy_ha": -286.43766, "gap_ha": 0.309, "lumo_energy_ev": 0.4, "relative_energy_ev": 5.2786, "total_charge": 0, "species": ["O", "C", "C", "N", "C", "C", "H", "H", "H", "H", "H", "H", "H"], "coordinates": [[-2.619, -0.620, 1.650], [-1.467, -0.553, 1.261], [-0.938, 0.483, 0.416], [0.338, 0.431, 0.067], [1.400, 0.799, -0.552], [1.542, -0.386, 0.297], [-0.716, -1.328, 1.549], [-1.527, 1.322, 0.067], [-0.993, -0.116, -2.308], [1.790, 1.651, -1.080], [-0.297, 0.032, -2.532], [1.536, -1.384, -0.145], [1.950, -0.331, 1.311]], "lowdin_charge": [-0.0055, -0.3132, -0.0869, -0.1284, -0.0416, -0.0563, 0.1166, 0.1192, 0.0418, 0.1110, 0.0327, 0.1038, 0.1067]}